Here is a single C23H17ClN4O3S2 molecule at a distorted geometry from OMol25. Energies are from ωB97M-V with the def2-TZVPD basis set.

Last column: natural (NBO) charge in e.
Cartesian coordinates (Å):
1 O 3.174834 -2.559563 -0.390467  -0.58
2 O -1.820895 2.212230 -0.123305  -0.62
3 Cl 6.816144 -0.901837 -6.113479  0.02
4 N 0.207632 -1.317824 1.033504  -0.30
5 O 0.521162 -5.624705 1.659287  -0.40
6 S -1.720790 6.672583 1.859433  0.37
7 S 4.580591 0.263274 -4.215566  0.40
8 C 2.105647 -2.679461 0.186924  0.70
9 C -2.169667 1.675733 0.895914  0.66
10 C -0.439689 -0.238881 0.619415  0.17
11 C 1.699939 -6.210657 1.376607  0.07
12 C 0.496403 -4.336136 1.296449  0.18
13 C -2.692615 6.384772 3.390507  -0.36
14 C -2.250388 5.103488 1.205391  -0.37
15 C 5.143843 -0.909115 -5.473931  -0.19
16 C 2.501313 -5.197546 0.961536  -0.26
17 C -3.595735 5.277935 3.208585  -0.27
18 C 4.280896 -1.979021 -5.545699  -0.29
19 C -2.259054 -0.466813 2.277391  -0.08
20 C 0.286413 0.298083 -0.581475  -0.36
21 C -3.309398 0.178760 3.040521  -0.33
22 C 3.136064 -1.852623 -4.655447  -0.24
23 C 1.765646 -3.968884 0.826274  -0.26
24 C -1.658009 0.275483 1.200620  -0.17
25 C 1.405967 -0.466237 -0.709302  0.35
26 C -3.748980 1.391228 2.711839  0.08
27 C 3.111880 -0.679911 -3.796298  -0.17
28 C -3.310315 4.553590 1.955335  -0.10
29 N 1.293818 -1.492298 0.212319  -0.25
30 N 2.332673 -0.306605 -1.613427  -0.61
31 N -3.332544 2.084448 1.624251  -0.41
32 C 1.936385 -0.361068 -2.981291  -0.26
33 C -4.088829 3.323297 1.402512  -0.24
34 H 1.812994 -7.322274 1.224981  0.23
35 H -0.476733 -3.842855 1.034967  0.24
36 H -2.588679 7.029821 4.250269  0.23
37 H -1.804223 4.688659 0.304460  0.26
38 H 3.629530 -5.355331 0.702133  0.24
39 H -4.380805 4.976085 3.914997  0.23
40 H 4.644672 -2.817729 -6.072458  0.24
41 H -1.971055 -1.430431 2.523470  0.22
42 H 0.148789 1.327949 -1.014970  0.26
43 H -3.759687 -0.379670 3.836640  0.23
44 H 2.327022 -2.563528 -4.706527  0.22
45 H -4.680328 1.820628 3.156336  0.21
46 H 3.215448 -0.758778 -1.389397  0.43
47 H 1.048229 -0.961057 -3.283882  0.22
48 H 1.803045 0.633467 -3.339347  0.21
49 H -5.175396 3.319253 1.829298  0.23
50 H -4.193166 3.490074 0.284106  0.24

Atoms 1-6, force components in eV/Å:
O -0.3 -0.4 0.2
O 0.3 1.8 -0.5
Cl -1.7 0.3 0.6
N -0.6 -0.3 0.3
O -2.6 -0.8 -0.2
S -1.2 -2.4 2.0

SMILES string: O=C(c1ccoc1)n1nc(-c2cccn(Cc3ccsc3)c2=O)cc1NCc1ccc(Cl)s1
relative energy (zero: lowest compared OMol25 entry of this formula, charge and spin): 64.3 kcal per mole
orbital gap: 7.88 eV
highest occupied orbital energy: -8.1 eV
largest force on an atom: 6.85 eV/Å
energy: -70417.508 eV